{"formula": "C19H32F5N2O9TeTi", "method": "the ωB97M-V functional and the def2-TZVPD basis", "species": ["Ti", "C", "C", "O", "C", "C", "O", "C", "C", "O", "C", "C", "O", "C", "C", "O", "C", "C", "O", "H", "H", "H", "H", "H", "H", "H", "H", "H", "H", "H", "H", "H", "H", "H", "H", "H", "H", "H", "H", "H", "H", "H", "H", "F", "Te", "F", "F", "F", "F", "O", "O", "C", "N", "C", "O", "C", "C", "C", "C", "N", "C", "H", "H", "H", "H", "H", "H", "H", "H"], "positions_angstrom": [[-0.358, 0.488, -0.060], [2.835, -0.887, 0.534], [1.851, -1.958, 0.962], [0.619, -1.333, 1.359], [0.462, -1.262, 2.795], [-0.206, 0.036, 3.192], [-1.205, 0.360, 2.217], [-1.736, 1.663, 2.479], [-2.723, 1.956, 1.385], [-2.087, 1.692, 0.117], [-2.724, 2.453, -0.940], [-2.054, 2.124, -2.258], [-1.776, 0.731, -2.189], [-1.144, 0.161, -3.330], [-0.793, -1.252, -2.909], [0.157, -1.250, -1.830], [1.503, -1.568, -2.246], [2.479, -0.489, -1.816], [2.242, -0.069, -0.475], [3.769, -1.331, 0.186], [3.045, -0.228, 1.376], [2.268, -2.548, 1.778], [1.599, -2.631, 0.146], [1.432, -1.304, 3.292], [-0.139, -2.115, 3.115], [0.524, 0.846, 3.236], [-0.672, -0.085, 4.172], [-0.925, 2.397, 2.470], [-2.235, 1.680, 3.450], [-3.026, 3.002, 1.442], [-3.603, 1.313, 1.471], [-2.625, 3.517, -0.727], [-3.779, 2.167, -0.954], [-1.133, 2.695, -2.379], [-2.727, 2.353, -3.088], [-0.252, 0.732, -3.604], [-1.831, 0.147, -4.179], [-0.410, -1.811, -3.761], [-1.689, -1.750, -2.540], [1.559, -1.665, -3.329], [1.763, -2.531, -1.807], [2.363, 0.394, -2.438], [3.504, -0.848, -1.936], [3.258, 2.133, 1.206], [1.736, 2.690, 0.212], [0.413, 1.398, -1.385], [3.078, 2.338, -1.337], [-0.159, 3.480, 0.010], [1.495, 3.699, 1.829], [0.750, 1.327, 1.011], [-3.054, -5.856, 4.508], [-4.038, -4.878, 4.496], [-4.142, -4.200, 3.197], [-3.162, -3.383, 2.792], [-2.167, -3.141, 3.467], [-3.350, -2.659, 1.480], [-4.547, -2.514, 0.796], [-4.563, -1.667, -0.304], [-3.424, -0.961, -0.635], [-2.246, -1.103, 0.002], [-2.234, -1.981, 1.007], [-2.187, -5.450, 4.606], [-3.861, -4.103, 5.245], [-4.993, -5.363, 4.680], [-4.832, -4.535, 2.546], [-5.450, -3.026, 1.098], [-5.462, -1.539, -0.890], [-3.454, -0.268, -1.460], [-1.295, -2.178, 1.486]], "energy_ha": -3146.153143, "s2": 0.76, "homo_ev": [-15.1, -15.1], "spin_multiplicity": 2, "orbital_gap_ev": [7.15, 5.55], "total_charge": 2, "de_lowest_ev": 3.1680}

***

{"formula": "C19H32FIN2O6", "method": "the ωB97M-V functional and the def2-TZVPD basis", "species": ["C", "C", "O", "C", "C", "O", "C", "C", "C", "N", "C", "O", "C", "C", "O", "C", "C", "C", "O", "I", "N", "C", "C", "C", "F", "H", "H", "H", "H", "H", "H", "H", "H", "H", "H", "H", "H", "H", "H", "H", "H", "H", "H", "H", "H", "H", "H", "H", "H", "H", "C", "C", "C", "O", "H", "H", "H", "H", "H", "H", "H"], "positions_angstrom": [[4.928, 2.846, 1.854], [3.741, 2.908, 0.897], [3.236, 4.227, 0.775], [2.064, 4.255, -0.021], [0.863, 4.206, 0.950], [-0.425, 4.207, 0.339], [-0.629, 3.178, -0.588], [-0.567, 1.789, 0.003], [-0.543, 1.379, 1.278], [-0.446, 0.016, 1.388], [-0.357, -0.710, 2.660], [-1.144, -0.146, 3.664], [-0.491, 0.825, 4.410], [-1.315, 2.070, 4.739], [0.640, 0.736, 4.797], [-0.449, -0.442, 0.126], [-0.374, -1.899, -0.173], [1.109, -2.337, 0.069], [2.000, -1.622, -0.290], [1.442, -4.204, 1.001], [-0.522, 0.570, -0.696], [-0.567, 0.422, -2.151], [-1.981, 0.817, -2.671], [-2.600, -0.213, -3.614], [-1.944, 2.077, -3.242], [4.796, 3.501, 2.725], [5.082, 1.836, 2.249], [5.869, 3.136, 1.373], [2.985, 2.189, 1.257], [4.096, 2.578, -0.093], [2.061, 3.428, -0.745], [2.042, 5.229, -0.523], [1.037, 3.382, 1.656], [0.912, 5.125, 1.545], [0.012, 3.247, -1.479], [-1.651, 3.308, -0.973], [-0.568, 2.105, 2.077], [-0.729, -1.723, 2.475], [0.701, -0.818, 2.924], [-1.064, 2.416, 5.741], [-1.133, 2.868, 4.012], [-2.379, 1.808, 4.711], [-0.967, -2.453, 0.565], [-0.681, -2.188, -1.183], [-0.270, -0.575, -2.470], [0.133, 1.126, -2.622], [-2.620, 0.847, -1.776], [-2.327, -0.074, -4.664], [-3.690, -0.097, -3.564], [-2.370, -1.234, -3.292], [-0.309, -5.387, -2.896], [-1.267, -5.571, -1.701], [-2.463, -6.428, -2.153], [-1.722, -4.342, -1.317], [-0.803, -4.883, -3.731], [0.568, -4.799, -2.607], [0.056, -6.358, -3.266], [-0.709, -6.193, -0.957], [-3.013, -5.951, -2.968], [-3.155, -6.599, -1.325], [-2.131, -7.414, -2.511]], "energy_ha": -1701.530504, "homo_ev": -5.7, "orbital_gap_ev": 5.51}

***

{"formula": "C19H32KNO7S2", "method": "the ωB97M-V functional and the def2-TZVPD basis", "species": ["K", "C", "C", "C", "C", "C", "C", "N", "O", "C", "C", "C", "H", "H", "H", "H", "H", "H", "H", "H", "H", "H", "H", "H", "H", "H", "H", "H", "H", "H", "C", "C", "C", "O", "C", "C", "C", "O", "O", "O", "H", "H", "C", "S", "O", "C", "H", "H", "H", "H", "H", "H", "C", "S", "O", "C", "H", "H", "H", "H", "H", "H"], "positions_angstrom": [[-14.161, -12.549, 4.641], [-18.020, -13.624, 7.953], [-18.878, -13.430, 6.653], [-20.047, -12.590, 7.240], [-20.984, -11.960, 6.146], [-20.121, -11.061, 5.199], [-18.960, -11.877, 4.556], [-18.194, -12.610, 5.598], [-16.937, -13.287, 5.099], [-18.057, -10.915, 3.746], [-19.589, -12.917, 3.577], [-19.484, -14.797, 6.249], [-17.222, -14.361, 7.862], [-18.543, -14.065, 8.802], [-17.540, -12.680, 8.212], [-19.656, -11.839, 7.927], [-20.670, -13.216, 7.879], [-21.794, -11.427, 6.644], [-21.474, -12.763, 5.594], [-19.717, -10.329, 5.899], [-20.834, -10.559, 4.546], [-17.319, -11.350, 3.073], [-17.587, -10.223, 4.445], [-18.663, -10.254, 3.127], [-19.032, -13.788, 3.231], [-19.815, -12.390, 2.650], [-20.559, -13.330, 3.855], [-18.672, -15.368, 5.800], [-20.348, -14.745, 5.586], [-19.864, -15.311, 7.132], [-12.508, -12.668, 0.083], [-12.729, -13.401, -0.991], [-13.552, -14.761, -0.983], [-13.898, -15.449, -2.037], [-13.950, -15.234, 0.246], [-13.824, -14.432, 1.511], [-13.228, -12.940, 1.363], [-13.345, -12.111, 2.234], [-14.210, -14.812, 2.659], [-11.965, -13.092, -1.987], [-11.941, -11.750, 0.030], [-14.417, -16.207, 0.232], [-13.171, -7.570, 6.105], [-12.912, -9.274, 5.321], [-13.559, -10.344, 6.191], [-13.913, -9.048, 3.737], [-12.649, -7.530, 7.061], [-14.223, -7.287, 6.089], [-12.705, -6.907, 5.377], [-13.603, -8.099, 3.297], [-15.000, -9.080, 3.809], [-13.541, -9.713, 2.957], [-9.630, -13.429, 4.841], [-10.636, -12.929, 6.352], [-11.990, -13.488, 5.971], [-9.925, -14.243, 7.463], [-8.560, -13.376, 5.043], [-9.795, -12.800, 3.966], [-9.892, -14.378, 4.372], [-9.987, -13.956, 8.513], [-8.865, -14.476, 7.359], [-10.494, -15.168, 7.379]], "energy_ha": -2720.731485, "homo_ev": -0.4, "orbital_gap_ev": 3.65, "total_charge": -2}

***

{"formula": "C19H32N2O3S", "method": "the ωB97M-V functional and the def2-TZVPD basis", "species": ["C", "C", "O", "C", "C", "C", "C", "C", "C", "C", "H", "H", "H", "H", "S", "O", "O", "N", "H", "C", "C", "H", "H", "C", "N", "H", "C", "C", "H", "H", "C", "H", "H", "H", "C", "H", "H", "H", "C", "H", "H", "H", "C", "H", "H", "H", "H", "C", "H", "H", "H", "H", "H", "H", "H", "H", "H"], "positions_angstrom": [[0.248, -2.596, -6.476], [-1.048, -1.985, -5.952], [-0.870, -0.673, -5.457], [-0.281, -0.469, -4.250], [0.073, -1.470, -3.353], [0.659, -1.173, -2.127], [0.885, 0.160, -1.823], [0.532, 1.167, -2.703], [-0.052, 0.880, -3.921], [-0.440, 1.952, -4.889], [0.067, 1.798, -5.840], [-0.182, 2.932, -4.500], [-1.511, 1.911, -5.084], [0.735, 2.186, -2.412], [1.643, 0.632, -0.280], [1.705, 2.070, -0.225], [2.864, -0.092, -0.069], [0.501, 0.072, 0.822], [-0.209, 0.786, 0.882], [1.033, -0.285, 2.129], [1.485, 0.920, 2.953], [2.095, 0.542, 3.776], [2.111, 1.558, 2.328], [0.334, 1.740, 3.554], [-0.571, 0.833, 4.241], [-1.332, 1.349, 4.667], [-1.072, -0.390, 3.638], [0.072, -1.151, 2.948], [0.671, -1.632, 3.722], [-0.350, -1.929, 2.312], [-2.265, -0.201, 2.675], [-1.954, 0.129, 1.689], [-2.786, -1.149, 2.554], [-2.969, 0.521, 3.086], [-1.575, -1.246, 4.816], [-2.461, -0.795, 5.258], [-0.805, -1.307, 5.580], [-1.824, -2.250, 4.483], [-0.353, 2.650, 2.510], [0.367, 3.003, 1.775], [-1.158, 2.137, 1.991], [-0.792, 3.515, 3.004], [0.932, 2.651, 4.639], [1.416, 2.053, 5.406], [1.663, 3.324, 4.199], [0.152, 3.244, 5.112], [1.917, -0.886, 1.888], [1.024, -2.254, -1.164], [0.355, -2.221, -0.306], [0.959, -3.234, -1.631], [2.033, -2.088, -0.793], [-0.103, -2.508, -3.590], [-1.760, -1.867, -6.774], [-1.507, -2.630, -5.192], [0.661, -1.967, -7.259], [0.986, -2.683, -5.682], [0.049, -3.583, -6.884]], "energy_ha": -1476.606667, "homo_ev": -8.6, "smiles": "CCOc1cc(C)c(S(=O)(=O)NC2CC(C)(C)NC(C)(C)C2)cc1C", "orbital_gap_ev": 9.26, "de_lowest_ev": 0.2894}

***

{"formula": "C19H32N2O4S", "method": "the ωB97M-V functional and the def2-TZVPD basis", "species": ["C", "H", "C", "C", "C", "C", "C", "N", "C", "O", "C", "H", "H", "C", "H", "H", "C", "H", "C", "H", "H", "C", "N", "S", "O", "O", "C", "C", "C", "C", "C", "C", "H", "H", "O", "C", "H", "H", "H", "H", "H", "H", "H", "H", "H", "H", "H", "H", "H", "H", "H", "H", "H", "H", "H", "H", "H", "H"], "positions_angstrom": [[-4.428, -2.354, -1.578], [-5.076, -2.160, -0.727], [-2.968, -2.118, -1.207], [-2.034, -2.381, -2.386], [-0.570, -2.090, -2.048], [0.055, -3.129, -1.100], [0.670, -2.504, 0.154], [-0.337, -1.922, 1.013], [-0.650, -2.442, 2.220], [-0.018, -3.346, 2.733], [-1.840, -1.780, 2.900], [-1.997, -2.292, 3.851], [-2.723, -1.928, 2.275], [-1.629, -0.283, 3.141], [-1.519, 0.233, 2.186], [-2.523, 0.127, 3.616], [-0.413, -0.007, 4.035], [0.378, -0.729, 3.818], [0.130, 1.417, 3.856], [0.532, 1.788, 4.800], [-0.678, 2.080, 3.548], [1.257, 1.496, 2.818], [0.949, 0.895, 1.538], [-0.097, 1.698, 0.519], [-0.886, 0.686, -0.143], [-0.787, 2.755, 1.199], [1.044, 2.399, -0.651], [1.611, 1.587, -1.611], [2.537, 2.106, -2.499], [2.898, 3.450, -2.416], [2.313, 4.261, -1.435], [1.390, 3.735, -0.558], [0.918, 4.343, 0.197], [2.602, 5.299, -1.392], [3.792, 4.063, -3.225], [4.418, 3.314, -4.242], [5.080, 4.011, -4.753], [5.010, 2.492, -3.828], [3.689, 2.919, -4.956], [2.968, 1.460, -3.248], [1.314, 0.552, -1.667], [0.721, -0.087, 1.604], [2.153, 0.996, 3.200], [1.500, 2.542, 2.620], [-0.702, -0.161, 5.076], [-0.921, -1.210, 0.593], [1.179, -3.270, 0.745], [1.395, -1.733, -0.130], [0.836, -3.687, -1.618], [-0.701, -3.849, -0.785], [0.003, -2.056, -2.977], [-0.525, -1.096, -1.599], [-2.138, -3.417, -2.716], [-2.335, -1.738, -3.216], [-2.837, -1.084, -0.879], [-2.704, -2.774, -0.374], [-4.580, -3.383, -1.898], [-4.726, -1.696, -2.392]], "energy_ha": -1551.856555, "homo_ev": -9.1, "smiles": "CCCCCCNC(=O)CCCCCNS(=O)(=O)c1ccc(OC)cc1", "orbital_gap_ev": 9.65, "de_lowest_ev": 0.2363}

***

{"formula": "C19H32N2O5", "method": "the ωB97M-V functional and the def2-TZVPD basis", "species": ["C", "C", "C", "H", "H", "C", "N", "H", "C", "H", "C", "H", "H", "H", "C", "O", "N", "C", "H", "C", "H", "H", "C", "H", "C", "C", "C", "C", "H", "C", "H", "H", "H", "H", "H", "H", "H", "H", "C", "O", "O", "H", "C", "O", "O", "C", "C", "H", "H", "H", "H", "H", "H", "H", "H", "H", "H", "H"], "positions_angstrom": [[0.829, 4.427, -3.120], [2.063, 3.784, -2.674], [2.062, 2.169, -2.661], [3.089, 1.972, -2.631], [1.459, 2.050, -3.588], [1.404, 1.891, -1.485], [0.068, 2.110, -1.588], [-0.517, 1.332, -2.476], [-0.932, 1.708, -0.552], [-0.390, 2.194, 0.432], [-2.155, 2.214, -0.809], [-2.775, 1.835, -1.683], [-3.034, 2.360, 0.269], [-2.077, 3.319, -0.906], [-1.193, 0.211, -0.275], [-1.050, -0.477, -1.165], [-1.147, -0.123, 1.176], [-1.204, 0.633, 2.274], [-1.793, 1.380, 2.029], [-2.059, -0.288, 3.147], [-2.088, -0.014, 4.123], [-3.028, -0.073, 2.827], [-1.740, -1.806, 2.756], [-2.498, -2.369, 2.922], [-0.848, -2.409, 3.463], [-0.335, -3.750, 3.289], [-0.461, -3.737, 1.820], [-0.227, -2.714, 0.924], [0.812, -1.996, 1.295], [-1.381, -1.635, 1.384], [-2.283, -2.043, 0.599], [-0.301, -2.687, -0.152], [0.378, -4.641, 1.402], [-1.427, -4.186, 1.496], [0.701, -3.819, 3.591], [-0.893, -4.578, 3.687], [0.027, -1.633, 3.487], [-0.717, -2.230, 4.798], [0.082, 0.861, 2.944], [0.180, 1.293, 3.977], [1.282, 0.740, 2.487], [1.411, 0.357, 1.370], [1.704, 0.398, -1.318], [1.590, -0.067, -0.133], [1.891, -0.343, -2.531], [1.936, -1.813, -2.205], [0.766, -2.351, -2.861], [-0.159, -1.989, -2.303], [0.651, -2.218, -4.112], [0.937, -3.455, -3.028], [2.075, -2.152, -1.333], [2.880, -2.079, -2.928], [1.543, 2.169, -0.533], [2.462, 4.302, -1.693], [2.919, 4.168, -3.355], [0.207, 4.055, -2.419], [0.408, 4.163, -4.200], [0.895, 5.581, -3.255]], "energy_ha": -1228.279831, "homo_ev": -8.7, "orbital_gap_ev": 9.23, "de_lowest_ev": 19.9898}